Entry 1:
# C10H13NO

C10H13NO in the gas phase (ωB97M-V/def2-TZVPD, the Open Molecules 2025 dataset).

Geometry as XYZ:
```
25
Properties=species:S:1:pos:R:3:forces:R:3
C -1.67036 -0.80857 1.89213 -3.2 1.8 0.0
C -1.56356 -0.88950 0.36382 0.3 -0.3 1.2
C -0.89792 0.37748 -0.26700 -2.7 -0.2 -0.8
C -1.19467 0.31707 -1.77109 -2.8 0.0 0.6
N -1.67762 1.56026 0.62508 1.2 -0.5 -0.9
O -2.59620 2.09725 0.12321 -0.1 -0.3 -0.7
C 0.55302 0.52645 -0.10844 0.1 -1.0 0.5
C 1.40883 -0.25763 -0.91082 1.0 1.7 1.1
C 2.77852 -0.01667 -0.75382 -0.6 -0.1 -0.9
C 3.20360 0.94838 0.11208 1.7 0.3 2.0
C 2.37778 1.41438 1.11701 -0.7 1.2 0.0
C 0.99883 1.30231 0.94938 1.1 -0.9 0.1
H -0.79027 -0.49901 2.39163 1.1 -0.1 0.5
H -2.15586 -1.69610 2.36015 0.6 0.6 -0.4
H -2.41477 0.10433 2.06341 1.3 -2.1 0.2
H -1.03056 -1.80370 0.11835 0.5 0.0 -0.4
H -2.59529 -1.07517 0.04141 0.2 0.5 -0.5
H -0.62474 0.96380 -2.40572 0.5 0.3 -0.2
H -2.29438 0.54843 -1.93396 1.1 -0.2 0.1
H -1.09094 -0.73618 -2.04762 0.1 0.2 -0.3
H 1.05032 -0.88362 -1.69107 -0.3 -0.6 -0.2
H 3.55843 -0.51134 -1.29755 -0.1 -0.3 -0.7
H 4.26204 1.26502 0.20523 -0.6 -0.7 -0.3
H 2.82010 1.93024 1.97148 -0.2 0.1 -0.3
H 0.24130 1.65014 1.63001 0.4 0.4 0.3
```
Forces are in eV/Å.

Orbital gap = 8.7 eV
SMILES string = CC[C@@](C)(N=O)c1ccccc1
Relative energy (zero: lowest compared OMol25 entry of this formula, charge and spin) = 79.0 kcal/mol
Highest occupied orbital energy = -0.3119 Eh

---

Entry 2:
# C10H13NO2

2 unconnected molecules or ions with the total composition C10H13NO2 (ωB97M-V/def2-TZVPD, the Open Molecules 2025 dataset).

Geometry as XYZ:
```
26
Properties=species:S:1:pos:R:3:forces:R:3
C -1.28791 2.59808 0.35156 -1.2 2.2 -0.3
N -0.34838 1.58715 0.58373 1.0 -1.1 -1.2
C 0.25986 1.22234 -0.47544 -1.1 1.6 -0.7
C 1.30888 0.24615 -0.49031 -0.5 0.1 -1.7
C 1.74183 -0.24421 0.69556 0.7 0.7 3.0
C 2.87694 -1.05529 0.69372 0.0 -1.3 0.7
C 3.37426 -1.49799 -0.52892 2.2 1.0 -0.6
C 2.95164 -0.93612 -1.73271 -0.4 -1.5 0.4
C 1.86997 -0.10996 -1.72136 0.0 1.3 -1.5
H -1.26658 2.98508 -0.72604 -0.4 -0.6 1.2
H -2.29968 2.24255 0.64307 0.5 0.4 -0.3
H -1.02336 3.48290 0.97588 -0.4 -0.5 -0.2
H 0.02564 1.74476 -1.47965 0.3 -0.8 1.3
H 1.27098 0.25788 1.65339 1.1 -1.5 -2.0
H 3.33956 -1.44541 1.62669 -0.5 0.5 -0.7
H 4.38154 -1.95034 -0.69516 -1.1 -0.4 1.1
H 3.41896 -1.31961 -2.62949 0.0 0.5 -0.2
H 1.62492 0.39216 -2.70770 -0.3 -0.6 1.5
C -2.65240 -0.85946 1.77319 -0.4 -2.5 -0.3
O -3.51539 -1.24622 0.70279 -0.8 0.3 0.4
C -3.04493 -1.21581 -0.54400 2.0 0.5 1.5
O -3.75446 -1.36946 -1.46433 -0.6 -0.2 -1.7
H -1.66513 -0.96491 1.39020 1.2 0.2 0.2
H -2.82871 -1.63114 2.55084 0.2 0.8 -0.2
H -2.85317 0.12028 2.09497 -0.3 1.2 0.5
H -1.90488 -1.03340 -0.54049 -1.2 -0.2 -0.4
```
Forces are in eV/Å.

Orbital gap = 9.5 eV
SMILES string = C/N=C/c1ccccc1.COC=O
Relative energy (zero: lowest compared OMol25 entry of this formula, charge and spin) = 61.6 kcal/mol
Highest occupied orbital energy = -0.3408 Eh

---

Entry 3:
# C10H13NOS

2 unconnected molecules or ions with the total composition C10H13NOS (ωB97M-V/def2-TZVPD, the Open Molecules 2025 dataset).

Geometry as XYZ:
```
26
Properties=species:S:1:pos:R:3:forces:R:3
C 1.16739 2.73148 0.24846 -0.1 0.7 0.3
C 1.77560 1.94028 1.24881 0.6 2.2 0.1
C 0.65160 2.19315 -0.92895 0.1 0.2 1.1
C 1.80799 0.63056 1.13980 1.3 -4.7 -1.6
C 0.71207 0.81640 -1.08190 0.9 0.1 1.1
C 1.26260 -0.01012 -0.05805 -0.5 3.5 0.2
C 1.10010 -1.31070 -0.20097 -1.9 -2.8 0.3
C -2.86806 0.98612 0.67028 -4.9 -1.5 -0.7
C 0.54207 -3.71169 -0.08727 -1.6 0.2 1.1
C -2.27467 0.32838 -0.58728 -0.5 0.8 -0.6
N 1.38490 -2.52868 -0.32406 0.7 0.4 -1.3
O 2.57530 -2.69288 -0.82220 0.3 -0.8 0.3
S -2.22247 -1.45124 -0.63119 1.0 0.4 0.3
H 1.25871 3.77582 0.58200 -0.7 -0.1 -1.2
H 2.33400 2.50782 2.00202 -0.3 -0.6 0.0
H 0.07714 2.68458 -1.69673 0.4 0.8 0.0
H 2.49995 -0.13237 1.58270 -0.9 1.3 0.8
H 0.51368 0.38434 -2.02098 -0.7 -0.6 -0.9
H -3.55932 1.90880 0.53745 1.3 -1.4 -0.2
H -3.55903 0.18314 1.19125 1.2 1.6 -1.0
H -2.18912 1.21584 1.39131 2.3 0.7 1.9
H 0.61676 -3.89159 1.01751 0.0 -0.3 -1.1
H -0.54065 -3.44170 -0.28160 1.4 -0.2 0.1
H 0.87753 -4.56069 -0.70914 0.1 0.7 0.4
H -1.23506 0.69014 -0.64531 0.4 -0.2 -0.1
H -2.70899 0.75479 -1.53597 0.2 -0.5 0.9
```
Forces are in eV/Å.

Orbital gap = 5.0 eV
Relative energy (zero: lowest compared OMol25 entry of this formula, charge and spin) = 200.8 kcal/mol
Highest occupied orbital energy = -0.2715 Eh

---

Entry 4:
# C10H13NS

C10H13NS in the gas phase (ωB97M-V/def2-TZVPD, the Open Molecules 2025 dataset).

Geometry as XYZ:
```
25
Properties=species:S:1:pos:R:3:forces:R:3
C -2.24894 1.51780 1.20192 1.5 -1.3 -0.2
S -1.35643 0.56801 -0.01441 -0.5 0.5 -1.0
C -1.61189 1.27134 -1.53643 -2.4 1.7 2.2
C -1.86114 -1.18559 0.39519 1.2 1.8 1.3
C -0.89786 -2.10891 -0.25323 1.3 -1.1 -1.0
N 0.49515 -2.08522 0.24312 -2.4 0.9 -1.8
C 1.14245 -0.90849 0.13888 2.0 0.6 0.0
C 2.55574 -0.82676 0.36916 -3.6 2.8 -0.1
C 3.07853 0.45383 0.41215 4.2 -1.7 0.6
C 2.48565 1.57089 -0.12189 -1.4 1.7 -1.5
C 1.12442 1.44764 -0.48386 3.0 0.5 -0.1
C 0.48582 0.23732 -0.27969 -1.9 1.3 0.9
H -2.53555 2.45847 0.77150 0.2 0.4 -0.6
H -1.55657 1.70817 2.03080 -0.3 -0.3 0.2
H -2.64379 1.65962 -1.73202 0.7 -0.1 0.9
H -1.43857 0.61954 -2.28531 1.3 -2.3 -2.5
H -2.82818 -1.17729 0.00849 -1.6 -0.4 -1.0
H -2.01307 -1.21978 1.48273 0.6 -0.1 -0.2
H -1.17877 -3.16857 -0.06788 -0.3 0.7 -0.9
H -0.81266 -1.77760 -1.36913 -0.4 -1.1 1.6
H 0.71054 -2.69663 0.95507 0.7 -1.4 1.6
H 3.00647 -1.64800 0.78689 1.4 -1.8 0.7
H 4.17158 0.38975 0.80042 -1.8 0.9 -0.8
H 2.95156 2.57226 -0.44337 -0.3 -1.9 1.2
H 0.77550 2.32821 -1.00911 -1.1 -0.4 0.4
```
Forces are in eV/Å.

Orbital gap = 7.8 eV
SMILES string = C=S1(=C)CCNc2ccccc21
Relative energy (zero: lowest compared OMol25 entry of this formula, charge and spin) = 125.4 kcal/mol
Highest occupied orbital energy = -0.2715 Eh

---

Q: The highest orbital gap belongs to which entry?
A: C10H13NO2